Record 1
The molecule C8H8. Source: the OMol25 dataset; level of theory: ωB97M-V/def2-TZVPD.

Cartesian coordinates (Å):
1 C -2.15492 1.50752 -0.02733
2 C -0.84972 1.82432 0.00141
3 C -2.27680 0.06154 -0.00966
4 C -3.15647 -0.88846 0.05494
5 C -0.05873 0.60774 0.02117
6 C -0.86948 -0.47242 0.00829
7 C 1.43160 0.59955 0.03927
8 C -0.51674 -1.92464 -0.02079
9 H -3.01890 2.14290 -0.04992
10 H -0.42847 2.81384 0.01126
11 H 1.80192 1.07824 0.94563
12 H 1.81337 1.15916 -0.81474
13 H 1.81416 -0.41694 -0.00165
14 H 0.20480 -2.16687 0.75979
15 H -0.07248 -2.18889 -0.98156
16 H -1.40517 -2.53182 0.12554

Output
- Energy relative to the best compared isomer or geometry (same formula, charge and spin): 89.0 kcal/mol
- Net charge: 0

Record 2
The ion C15H14ClN2O2 with charge +1. Source: the OMol25 dataset; level of theory: ωB97M-V/def2-TZVPD.

Cartesian coordinates (Å):
1 C 0.65817 2.79720 -5.92564
2 C 0.25522 1.72857 -4.95866
3 O -0.57113 0.88682 -5.17535
4 N 0.94906 1.78980 -3.73642
5 C 0.81589 0.97051 -2.66142
6 C 1.62603 1.17332 -1.52837
7 C 1.49795 0.36190 -0.43338
8 N 0.61367 -0.65121 -0.40898
9 C 0.40643 -1.34905 0.83246
10 C -0.15039 -0.33180 1.87620
11 O -0.13397 0.84379 1.59371
12 C -0.64008 -0.87871 3.13436
13 C -1.24097 0.01678 4.03200
14 C -1.72238 -0.41412 5.24684
15 C -1.60545 -1.75817 5.59308
16 Cl -2.19748 -2.30811 7.10129
17 C -1.00444 -2.65997 4.71604
18 C -0.52880 -2.22680 3.49805
19 C -0.18014 -0.86390 -1.47337
20 C -0.10093 -0.09959 -2.60308
21 H -0.22776 3.36491 -6.20631
22 H 1.41434 3.47284 -5.53905
23 H 1.02423 2.32326 -6.83537
24 H 1.63233 2.53155 -3.64283
25 H 2.34882 1.97360 -1.50773
26 H 2.11686 0.50170 0.43892
27 H 1.35386 -1.73986 1.21363
28 H -0.29650 -2.16910 0.68931
29 H -1.31979 1.05474 3.74636
30 H -2.18563 0.27886 5.93054
31 H -0.91445 -3.69661 4.99873
32 H -0.05957 -2.94492 2.84425
33 H -0.88949 -1.67490 -1.40528
34 H -0.74351 -0.30331 -3.44452

Output
- Net charge: +1
- Energy: -35374.6016 eV
- SMILES: CC(=O)Nc1cc[n+](CC(=O)c2ccc(Cl)cc2)cc1

Record 3
A structure of composition C19H12N6OPdS at a distorted geometry. Source: the OMol25 dataset; level of theory: ωB97M-V/def2-TZVPD.

Cartesian coordinates (Å):
1 Pd -0.73531 -0.40904 -0.00627
2 O -0.59823 1.75104 -1.10316
3 N -1.51298 2.62892 -0.81161
4 C -1.51788 3.82768 -1.55057
5 C -2.49910 4.78922 -1.27959
6 C -3.23995 4.66214 -0.08683
7 C -3.13411 3.51684 0.68735
8 C -2.31487 2.42749 0.32386
9 S -2.42941 0.84630 0.98227
10 H -0.80775 3.89759 -2.38281
11 H -2.56599 5.60635 -1.97796
12 H -3.91765 5.43062 0.23651
13 H -3.59672 3.49248 1.67048
14 C 1.87954 -3.05799 -2.13277
15 C 0.86728 -2.12874 -1.90412
16 N 0.59973 -1.76829 -0.64342
17 C 1.37530 -2.24745 0.34654
18 C 2.47084 -3.15912 0.19000
19 C 2.63195 -3.62876 -1.10544
20 C 3.24435 -3.52866 1.30805
21 C 2.98494 -3.02923 2.56738
22 C 2.08703 -1.91790 2.69151
23 C 1.95611 -1.11525 3.82078
24 C 1.30497 0.12498 3.68925
25 C 0.61399 0.44682 2.51152
26 N 0.48923 -0.47650 1.58204
27 C 1.22727 -1.59333 1.60027
28 H 2.06925 -3.30397 -3.19463
29 H 0.28540 -1.75621 -2.74204
30 H 3.36102 -4.42387 -1.38584
31 H 4.06825 -4.23049 1.14415
32 H 3.47000 -3.42197 3.47826
33 H 2.40806 -1.44515 4.74192
34 H 1.17041 0.75895 4.51814
35 H 0.00038 1.29304 2.32294
36 N -2.08130 -0.89445 -1.74243
37 C -2.36349 -0.57007 -2.82906
38 N -2.56863 -0.30953 -4.08092
39 C -2.36563 0.91288 -4.50167
40 N -2.31630 2.00263 -4.95207

Output
- Net charge: -1
- 2S+1: 4
- Energy: -45197.9810 eV

Record 4
The molecule C18H22N8O3 at a distorted geometry. Source: the OMol25 dataset; level of theory: ωB97M-V/def2-TZVPD.

Cartesian coordinates (Å):
1 C -2.81667 1.18776 2.14657
2 C -2.22737 -0.24643 2.11996
3 C -2.77958 -1.09669 3.31539
4 O -2.62162 -0.48801 4.58463
5 C -2.66941 -0.96231 0.80221
6 N -2.30622 -0.27850 -0.45125
7 C -1.17117 -0.45570 -1.13994
8 O -0.26898 -1.18971 -0.74052
9 C -1.03525 0.31827 -2.43510
10 C 0.08156 0.11512 -3.26070
11 N 0.17616 0.84428 -4.41508
12 C 1.10657 0.89983 -5.42302
13 N 0.74267 1.78002 -6.33331
14 N -0.46500 2.34772 -5.95467
15 C -0.80957 1.77321 -4.78220
16 C -1.90454 1.92624 -3.91914
17 N -2.01813 1.21195 -2.76590
18 N -0.75348 -0.19386 2.10774
19 C 0.09347 0.27341 3.03465
20 O -0.28848 0.75598 4.09601
21 C 1.59203 0.19267 2.73330
22 C 2.03633 -1.05040 1.96291
23 C 1.79156 -2.40714 2.16494
24 N 2.38646 -3.17930 1.27656
25 C 3.02007 -2.34032 0.49969
26 N 2.84420 -1.02485 0.84720
27 C 3.44185 0.13598 0.19919
28 C 3.44637 0.21345 -1.31884
29 C 2.53571 1.11686 -0.52419
30 H -3.90531 1.17302 2.10095
31 H -2.54526 1.71661 3.06080
32 H -2.45321 1.79019 1.31432
33 H -3.81289 -1.41155 3.16273
34 H -2.20296 -2.02189 3.37302
35 H -1.74655 -0.05321 4.58971
36 H -2.28205 -1.98592 0.79300
37 H -3.75498 -1.07455 0.79951
38 H -2.96461 0.36736 -0.86515
39 H 0.87317 -0.58700 -3.03716
40 H 1.99806 0.29315 -5.43655
41 H -2.69203 2.62478 -4.15711
42 H -0.31909 -0.59982 1.28591
43 H 1.83802 1.11577 2.21255
44 H 2.12519 0.24120 3.68264
45 H 1.18769 -2.82977 2.95604
46 H 3.63518 -2.59606 -0.34755
47 H 4.29993 0.52311 0.75168
48 H 4.32295 0.63645 -1.81300
49 H 3.01654 -0.61373 -1.88591
50 H 1.46010 0.93020 -0.51493
51 H 2.76233 2.18206 -0.45273

Output
- Energy relative to the best compared isomer or geometry (same formula, charge and spin): 23.5 kcal/mol
- Net charge: 0
- SMILES: C[C@@](CO)(CNC(=O)c1cn2cnnc2cn1)NC(=O)Cc1cncn1C1CC1

Record 5
The molecule C4H6OS2 at a distorted geometry. Source: the OMol25 dataset; level of theory: ωB97M-V/def2-TZVPD.

Cartesian coordinates (Å):
1 C -0.94220 2.02483 0.02581
2 O 0.18299 1.55303 0.69500
3 C 0.61604 0.31426 0.73144
4 S 1.95696 -0.09709 1.54062
5 C -0.11070 -0.81601 0.01719
6 C 0.76635 -1.95894 -0.56673
7 S -1.74505 -0.95800 0.05152
8 H -1.74822 1.46368 0.35104
9 H -0.70172 1.92427 -1.04003
10 H -1.02129 3.00909 0.23290
11 H 1.14867 -1.77200 -1.59222
12 H 0.06439 -2.73761 -0.65604
13 H 1.53377 -1.94952 0.20949

Output
- Energy relative to the best compared isomer or geometry (same formula, charge and spin): 52.4 kcal/mol
- Net charge: 0
- SMILES: COC(=S)C(C)=S

Record 6
A structure of composition C12H28KO6 at a distorted geometry. Source: the OMol25 dataset; level of theory: ωB97M-V/def2-TZVPD.

Cartesian coordinates (Å):
1 K 1.24176 -0.27169 2.37650
2 C 0.22752 2.97432 -1.69325
3 O -0.01360 1.55437 -1.80721
4 C 0.56478 0.92489 -2.99258
5 C 0.12616 1.31417 -4.40241
6 O -1.28839 1.40497 -4.56808
7 C -1.56944 1.91049 -5.89170
8 C -2.46261 3.20408 -5.92119
9 O -3.75736 2.97752 -5.32418
10 C -4.77596 3.92009 -5.63639
11 H -0.32818 3.51836 -2.45700
12 H 1.26657 3.29670 -1.76074
13 H -0.14628 3.25407 -0.70831
14 H 0.31704 -0.13387 -3.06843
15 H 1.65268 0.90993 -2.92666
16 H 0.32824 0.46105 -5.05007
17 H 0.62513 2.20183 -4.79124
18 H -1.91945 0.96273 -6.30077
19 H -0.72874 2.20271 -6.52094
20 H -2.66303 3.52326 -6.94396
21 H -1.95245 4.00986 -5.39340
22 H -4.51116 4.91051 -5.26622
23 H -5.76829 3.65426 -5.27208
24 H -4.92283 3.80768 -6.71059
25 C -2.50500 -2.09432 3.41497
26 O -1.19194 -2.51387 3.55378
27 C -0.99919 -3.35707 4.70353
28 C 0.52066 -3.86139 4.68461
29 O 1.41291 -2.79816 4.93258
30 C 2.75082 -3.32946 4.87652
31 C 3.77959 -2.27680 4.95565
32 O 3.56247 -1.39001 3.87398
33 C 4.55339 -0.33291 3.56459
34 H -2.93303 -1.70045 4.33679
35 H -3.06769 -2.93376 3.00654
36 H -2.60326 -1.31599 2.65823
37 H -1.62279 -4.24954 4.65136
38 H -1.17002 -2.83319 5.64399
39 H 0.77891 -4.29864 3.72013
40 H 0.46028 -4.65692 5.42730
41 H 2.94162 -3.93419 3.98996
42 H 2.97604 -4.05319 5.65984
43 H 4.78093 -2.69141 5.07198
44 H 3.47203 -1.66723 5.80531
45 H 4.63724 0.36889 4.39437
46 H 4.33576 0.09893 2.58773
47 H 5.58839 -0.67147 3.51716

Output
- Energy relative to the best compared isomer or geometry (same formula, charge and spin): 71.2 kcal/mol
- Net charge: +1